Entry 1:
Density functional theory data (the ωB97M-V functional and the def2-TZVPD basis) for a single C19H32NO3P molecule.

- 2S+1: 1
- Energy relative to the best compared isomer or geometry (same formula, charge and spin): 7.59 kcal per mole
- Electronic energy: -37146.587 eV
- HOMO: -8.07 eV

Geometry (Å):
C 0.947 -5.442 1.091
C 1.664 -4.768 -0.072
C 0.703 -3.998 -0.970
O 0.205 -2.834 -0.324
P 1.046 -1.457 -0.513
O 1.974 -1.510 -1.640
O 1.904 -1.230 0.818
C 1.466 -0.843 2.108
C 0.656 -1.929 2.807
C 0.165 -1.465 4.172
C -0.264 -0.140 -0.665
N 0.555 1.025 -0.354
C 0.068 2.335 -0.222
C -0.681 2.722 0.889
C -1.095 4.032 1.035
C -0.759 5.004 0.102
C -1.233 6.417 0.260
C 0.023 4.627 -0.982
C 0.431 3.318 -1.142
C -0.689 -0.212 -2.138
C -1.892 0.664 -2.460
C -3.075 0.240 -1.599
C -2.713 0.417 -0.130
C -1.465 -0.389 0.242
H 0.271 -6.212 0.723
H 0.364 -4.713 1.648
H 1.662 -5.906 1.765
H 2.407 -4.058 0.299
H 2.178 -5.517 -0.676
H -0.172 -4.605 -1.221
H 1.219 -3.696 -1.887
H 0.895 0.088 2.036
H 2.386 -0.639 2.666
H -0.192 -2.196 2.173
H 1.284 -2.814 2.919
H -0.404 -2.253 4.657
H -0.475 -0.590 4.075
H 1.004 -1.203 4.811
H 1.338 1.008 -1.005
H -0.923 2.001 1.653
H -1.680 4.307 1.901
H -1.293 6.690 1.311
H -2.228 6.529 -0.173
H -0.565 7.110 -0.247
H 0.315 5.368 -1.713
H 1.044 3.045 -1.991
H 0.166 0.056 -2.763
H -0.932 -1.257 -2.357
H -2.138 0.568 -3.520
H -1.655 1.712 -2.263
H -3.316 -0.807 -1.801
H -3.954 0.842 -1.838
H -3.539 0.086 0.503
H -2.547 1.477 0.062
H -1.199 -0.186 1.279
H -1.702 -1.452 0.161

Forces on atoms 1 to 3 (eV/Å):
0.2 0.1 -0.1
-0.4 0.1 0.0
0.5 -0.7 -0.4

---

Entry 2:
Density functional theory data (the ωB97M-V functional and the def2-TZVPD basis) for a molecular structure, C2H4Hg.

- 2S+1: 2
- Energy relative to the best compared isomer or geometry (same formula, charge and spin): 9.66 kcal per mole
- Electronic energy: -6309.237 eV
- HOMO (spin up / spin down): -1.80 / -1.77 eV
- Charge: -1

Geometry (Å):
C 0.488 -0.212 0.005
C -0.836 -0.198 0.333
H 1.839 2.077 -0.199
H 1.310 -0.330 0.735
H -0.955 -0.254 1.437
Hg -2.665 -0.666 -1.283
H 0.820 -0.416 -1.028

Forces on atoms 1 to 3 (eV/Å):
-0.5 -0.9 0.1
1.0 -0.2 0.1
0.0 0.0 0.0

---

Entry 3:
Density functional theory data (the ωB97M-V functional and the def2-TZVPD basis) for 5 unconnected molecules or ions with the total composition C30H64FN2O17PS5.

- 2S+1: 1
- Electronic energy: -136109.560 eV
- HOMO: -8.85 eV

Geometry (Å):
C -1.414 -4.394 5.753
C -1.254 -3.944 4.184
C -2.254 -4.797 3.248
C -3.177 -3.862 2.265
C -3.112 -4.387 0.711
C -3.161 -3.068 -0.202
C -2.905 -3.317 -1.778
C -1.571 -4.118 -2.151
C -0.291 -3.193 -2.567
C -0.713 -2.024 -3.626
N -1.361 -1.205 -4.242
C 0.670 -4.154 -3.428
C 1.265 -5.433 -2.663
F 1.684 -3.432 -4.205
C 0.384 -2.409 -1.332
C -0.516 -1.052 -1.186
N -1.191 -0.055 -1.080
C 1.875 -1.844 -1.578
C 3.072 -2.773 -1.058
C 4.298 -2.937 -2.120
C 5.161 -4.262 -1.711
S 5.969 -4.991 -3.248
O 4.959 -5.549 -4.219
O 6.844 -3.998 -3.961
O 6.961 -6.289 -2.759
P 0.226 -3.229 0.379
O 0.718 -4.863 0.410
O 1.077 -2.374 1.599
H -1.999 -5.392 5.840
H -1.915 -3.555 6.352
H -0.371 -4.622 6.197
H -1.329 -2.809 4.061
H -0.168 -4.230 3.902
H -1.616 -5.553 2.658
H -3.012 -5.329 3.941
H -2.694 -2.807 2.336
H -4.256 -3.783 2.653
H -2.146 -4.994 0.643
H -4.060 -5.029 0.571
H -4.248 -2.660 -0.124
H -2.494 -2.264 0.264
H -3.793 -3.983 -2.127
H -3.057 -2.310 -2.298
H -1.311 -4.896 -1.340
H -1.820 -4.748 -3.096
H -0.017 -4.599 -4.254
H 0.504 -5.920 -1.936
H 1.429 -6.242 -3.482
H 2.298 -5.275 -2.191
H 1.941 -0.859 -0.962
H 2.075 -1.499 -2.669
H 2.786 -3.825 -0.716
H 3.553 -2.258 -0.133
H 4.957 -2.004 -2.048
H 3.947 -3.077 -3.200
H 4.483 -5.101 -1.298
H 5.955 -4.023 -0.897
H 6.531 -6.686 -1.965
H 1.463 -5.007 1.059
H 0.463 -1.737 2.033
C 6.792 2.676 -2.088
C 6.928 2.555 -0.582
O 5.670 2.305 0.044
S 5.039 0.821 -0.054
C 3.771 1.037 1.163
O 5.999 -0.132 0.443
O 4.409 0.668 -1.342
H 6.503 1.721 -2.534
H 7.736 2.985 -2.539
H 6.017 3.401 -2.349
H 7.655 1.783 -0.310
H 7.300 3.502 -0.181
H 4.236 1.198 2.134
H 3.166 0.128 1.181
H 3.153 1.889 0.880
C -4.989 1.848 5.068
C -4.697 0.576 4.295
O -3.888 0.835 3.149
S -2.305 1.114 3.362
C -1.825 0.980 1.664
O -1.729 0.014 4.093
O -2.127 2.483 3.775
H -4.079 2.252 5.518
H -5.705 1.657 5.870
H -5.392 2.619 4.405
H -4.232 -0.179 4.934
H -5.638 0.155 3.931
H -1.998 -0.042 1.327
H -0.764 1.223 1.595
H -2.407 1.688 1.074
C -10.008 5.350 0.363
C -9.562 3.904 0.477
O -8.143 3.796 0.575
S -7.436 4.163 1.984
C -5.837 3.498 1.611
O -8.034 3.373 3.029
O -7.318 5.595 2.083
H -9.803 5.898 1.286
H -11.081 5.409 0.167
H -9.470 5.858 -0.441
H -10.047 3.405 1.321
H -9.859 3.367 -0.428
H -5.922 2.419 1.489
H -5.174 3.730 2.445
H -5.465 3.966 0.700
C 5.811 9.514 -2.296
C 4.409 9.087 -1.903
O 3.830 8.217 -2.874
S 4.325 6.677 -2.924
C 3.047 6.067 -3.988
O 4.161 6.089 -1.620
O 5.574 6.615 -3.637
H 6.500 8.666 -2.279
H 6.192 10.271 -1.608
H 5.821 9.917 -3.312
H 4.400 8.621 -0.913
H 3.769 9.972 -1.848
H 2.089 6.152 -3.475
H 3.265 5.022 -4.207
H 3.048 6.649 -4.910

Forces on atoms 1 to 3 (eV/Å):
0.5 -0.1 -0.4
0.7 -1.1 0.6
-0.9 0.8 0.3

---

Entry 4:
Density functional theory data (the ωB97M-V functional and the def2-TZVPD basis) for a molecular structure, C39H42IrN6O4SSb.

- 2S+1: 6
- Energy relative to the best compared isomer or geometry (same formula, charge and spin): 29.01 kcal per mole
- Electronic energy: -78440.436 eV
- HOMO (spin up / spin down): -15.47 / -15.64 eV
- Charge: +3

Geometry (Å):
Ir -0.458 -2.085 0.631
N 4.173 -0.010 0.590
C 3.592 -1.057 1.506
C 2.098 -1.138 1.213
O 1.468 -2.125 1.681
O 1.594 -0.237 0.517
H 4.705 0.704 1.083
H 3.352 0.418 0.137
H 4.770 -0.408 -0.133
H 3.744 -0.770 2.544
H 4.063 -2.019 1.334
C 1.641 2.810 3.195
C 1.495 4.129 2.468
C 1.817 5.314 3.133
C 1.696 6.546 2.509
C 1.232 6.635 1.197
C 0.884 5.483 0.518
C 1.041 4.247 1.158
Sb 0.410 2.565 0.040
C -1.432 3.343 -0.641
C -2.154 3.910 0.422
C -3.337 4.586 0.176
C -3.802 4.679 -1.132
C -3.093 4.099 -2.177
C -1.906 3.397 -1.966
C -1.203 2.772 -3.145
C 1.719 2.039 -1.555
C 1.357 0.843 -2.192
C 2.074 0.381 -3.279
C 3.166 1.116 -3.735
C 3.542 2.281 -3.086
C 2.847 2.770 -1.971
C 3.348 4.040 -1.325
H 2.635 2.716 3.635
H 1.469 1.954 2.534
H 0.925 2.737 4.016
H 2.161 5.261 4.161
H 1.959 7.447 3.049
H 1.136 7.598 0.708
H 0.496 5.552 -0.494
H -1.777 3.855 1.439
H -3.884 5.044 0.992
H -4.726 5.209 -1.340
H -3.466 4.193 -3.192
H -1.795 2.899 -4.051
H -1.044 1.704 -2.994
H -0.228 3.231 -3.323
H 0.511 0.268 -1.826
H 1.787 -0.540 -3.775
H 3.729 0.777 -4.597
H 4.398 2.842 -3.448
H 4.424 4.139 -1.468
H 3.138 4.084 -0.260
H 2.886 4.918 -1.784
O 1.633 -9.533 1.318
C 1.777 -9.000 0.095
O 2.205 -9.639 -0.813
C 1.394 -7.547 -0.129
C 1.282 -7.159 -1.468
C 0.974 -5.864 -1.794
C 0.758 -4.912 -0.764
S 0.396 -3.324 -1.259
C 0.869 -5.308 0.595
C 1.192 -6.610 0.897
H 1.238 -8.938 1.963
H 1.450 -7.904 -2.235
H 0.887 -5.564 -2.833
H 0.719 -4.591 1.392
H 1.301 -6.882 1.940
N -2.307 -0.497 -1.665
C -2.380 0.138 -0.470
C -3.313 1.168 -0.255
C -3.357 1.795 0.958
C -2.455 1.432 1.975
C -1.571 0.435 1.709
N -1.531 -0.224 0.510
H -2.960 -0.283 -2.397
H -1.679 -1.266 -1.798
H -3.998 1.434 -1.052
H -4.092 2.573 1.135
H -2.460 1.920 2.941
H -0.845 0.114 2.450
N -4.412 -5.813 -0.335
C -3.951 -4.831 0.466
C -2.707 -4.207 0.245
N -2.290 -3.239 1.058
C -3.064 -2.862 2.087
C -4.285 -3.483 2.275
N -4.730 -4.450 1.482
H -3.865 -6.205 -1.078
H -5.297 -6.239 -0.115
H -2.067 -4.509 -0.574
H -2.708 -2.081 2.746
H -4.925 -3.190 3.100

Forces on atoms 1 to 3 (eV/Å):
-0.1 -0.4 -0.2
0.0 -0.3 0.3
0.0 0.0 0.0

---

Entry 5:
Density functional theory data (the ωB97M-V functional and the def2-TZVPD basis) for 6 unconnected molecules or ions with the total composition C34H45F5N3O17S2.

- 2S+1: 1
- Electronic energy: -110515.209 eV
- HOMO: -11.55 eV
- Charge: +1

Geometry (Å):
C -1.719 3.485 -7.251
O -0.907 4.455 -7.852
C 0.375 4.597 -7.277
C 1.411 3.727 -7.984
C 2.665 3.419 -7.161
C 2.424 2.571 -5.904
C 1.990 1.129 -6.250
C 0.588 0.776 -5.709
C 0.687 0.195 -4.281
C 0.693 -1.320 -4.298
C 0.936 -2.048 -2.967
S 2.120 -1.215 -1.872
C 2.881 -2.458 -0.802
C 3.067 -3.805 -1.475
S 1.553 -4.800 -1.274
C 1.655 -5.819 -2.661
N 1.353 -5.514 -3.884
N 1.574 -6.633 -4.637
C 1.988 -7.539 -3.813
O 2.077 -7.107 -2.553
C 1.108 -0.292 -0.716
C 0.834 1.048 -0.941
C 0.028 1.734 -0.033
C -0.437 1.029 1.078
C -0.067 -0.306 1.210
N 0.675 -0.979 0.341
H -1.613 3.501 -6.163
H -1.481 2.471 -7.590
H -2.752 3.682 -7.514
H 0.363 4.387 -6.204
H 0.635 5.646 -7.390
H 1.700 4.228 -8.904
H 0.947 2.784 -8.276
H 3.164 4.345 -6.885
H 3.315 2.823 -7.797
H 1.712 3.045 -5.231
H 3.382 2.531 -5.389
H 2.702 0.459 -5.767
H 2.043 0.968 -7.321
H 0.090 0.072 -6.369
H 0.032 1.704 -5.627
H 1.588 0.615 -3.834
H -0.165 0.560 -3.707
H -0.299 -1.637 -4.611
H 1.398 -1.689 -5.039
H 1.315 -3.040 -3.186
H 0.018 -2.195 -2.407
H 3.853 -2.075 -0.513
H 2.287 -2.574 0.101
H 3.868 -4.330 -0.964
H 3.368 -3.733 -2.517
H 2.251 -8.554 -4.039
H 1.245 1.556 -1.799
H -0.217 2.772 -0.188
H -1.053 1.511 1.817
H -0.398 -0.843 2.083
C -3.520 -1.248 2.551
C -2.931 -0.819 3.877
O -3.976 -0.066 4.448
C -5.159 -0.551 3.940
O -6.222 -0.315 4.386
O -4.910 -1.334 2.861
F -1.839 -0.011 3.724
H -3.364 -0.488 1.782
H -3.144 -2.205 2.198
H -2.667 -1.643 4.543
C -4.162 2.969 6.263
C -3.722 2.697 7.683
O -2.361 3.117 7.662
C -2.249 4.082 6.701
O -1.319 4.805 6.595
O -3.340 4.088 5.906
F -3.783 1.373 7.990
H -3.938 2.130 5.604
H -5.215 3.220 6.178
H -4.263 3.261 8.444
C -1.289 1.149 9.900
C -0.588 -0.167 10.140
O -0.385 -0.159 11.536
C -1.370 0.610 12.094
O -1.646 0.626 13.241
O -1.997 1.333 11.130
F 0.613 -0.233 9.507
H -0.574 1.962 9.765
H -1.970 1.136 9.060
H -1.174 -1.049 9.869
C 0.975 5.636 8.792
C 2.015 6.677 9.136
O 1.991 6.676 10.551
C 1.590 5.436 10.959
O 1.694 5.018 12.058
O 1.064 4.748 9.913
F 1.677 7.909 8.683
H -0.024 6.068 8.745
H 1.178 5.107 7.865
H 3.025 6.442 8.795
C 0.493 -8.270 -7.534
C 1.069 -7.930 -8.890
O 0.681 -9.040 -9.673
C -0.464 -9.554 -9.129
O -1.182 -10.321 -9.664
O -0.657 -9.042 -7.885
F 2.422 -7.847 -8.865
H 1.183 -8.887 -6.955
H 0.215 -7.398 -6.951
H 0.668 -7.018 -9.336

Forces on atoms 1 to 3 (eV/Å):
0.2 -0.4 0.0
-0.2 0.3 0.1
0.2 -0.1 -0.3

---

Entry 6:
Density functional theory data (the ωB97M-V functional and the def2-TZVPD basis) for 2 unconnected molecules or ions with the total composition C11H15NO.

- 2S+1: 1
- Energy relative to the best compared isomer or geometry (same formula, charge and spin): 14.58 kcal per mole
- Electronic energy: -15187.290 eV
- HOMO: -7.91 eV

Geometry (Å):
C 1.857 2.182 1.132
C 1.460 1.164 0.108
C 2.297 0.173 -0.350
N 1.632 -0.599 -1.255
C 0.322 -0.169 -1.394
C -0.787 -0.711 -2.050
C -1.991 -0.116 -1.857
C -2.114 1.084 -1.079
C -1.039 1.612 -0.395
C 0.229 0.999 -0.608
H 1.221 3.067 1.180
H 2.863 2.490 0.832
H 1.905 1.835 2.163
H 3.224 -0.180 0.071
H 1.964 -1.491 -1.589
H -0.628 -1.510 -2.767
H -2.935 -0.479 -2.236
H -3.112 1.490 -1.061
H -1.299 2.314 0.386
C 0.300 -1.440 2.828
C -1.003 -1.172 2.007
O -1.223 -2.154 1.006
H 0.903 -0.546 2.901
H 0.784 -2.262 2.302
H -0.037 -1.853 3.778
H -1.917 -1.209 2.594
H -0.886 -0.189 1.530
H -0.574 -2.063 0.326

Forces on atoms 1 to 3 (eV/Å):
0.3 0.4 -0.3
0.5 -0.3 -0.3
-0.6 0.3 0.9

---

Entry 7:
Density functional theory data (the ωB97M-V functional and the def2-TZVPD basis) for 3 unconnected molecules or ions with the total composition C17H34N3.

- 2S+1: 1
- Electronic energy: -22638.106 eV
- HOMO: -12.20 eV
- Charge: +1

Geometry (Å):
C 3.893 -0.692 0.277
C 5.175 -1.035 0.232
N 6.643 -0.974 -0.068
C 7.416 -1.681 -1.076
N 8.807 -1.192 -0.923
C 8.826 -0.211 0.165
N 9.932 0.584 0.764
C 7.378 -0.036 0.808
H 2.799 -0.301 0.192
H 6.974 -2.451 -1.805
H 9.625 -1.469 -1.488
H 10.721 0.495 0.098
H 9.688 1.605 0.735
H 7.025 0.618 1.683
C 1.384 -0.248 -3.341
C 0.907 0.800 -2.346
C -0.131 0.263 -1.357
C -1.440 -0.221 -1.986
C -2.187 0.823 -2.818
C -2.637 2.028 -2.005
H 0.566 -0.612 -3.967
H 2.142 0.178 -4.003
H 1.828 -1.103 -2.822
H 0.512 1.667 -2.884
H 1.773 1.160 -1.777
H -0.347 1.042 -0.617
H 0.312 -0.569 -0.795
H -2.099 -0.575 -1.184
H -1.241 -1.095 -2.616
H -3.073 0.348 -3.256
H -1.572 1.156 -3.660
H -3.296 1.721 -1.187
H -3.190 2.725 -2.641
H -1.788 2.569 -1.581
C -5.431 1.548 3.756
C -4.940 0.111 3.870
C -3.648 -0.146 3.091
C -3.751 0.053 1.575
C -4.813 -0.800 0.878
C -4.556 -2.295 0.998
H -5.673 1.811 2.723
H -6.337 1.684 4.352
H -4.675 2.247 4.123
H -5.728 -0.576 3.545
H -4.755 -0.110 4.927
H -3.307 -1.166 3.303
H -2.864 0.518 3.474
H -2.772 -0.164 1.130
H -3.951 1.108 1.359
H -4.828 -0.534 -0.186
H -5.809 -0.566 1.266
H -3.584 -2.559 0.570
H -5.326 -2.854 0.459
H -4.576 -2.626 2.039

Forces on atoms 1 to 3 (eV/Å):
7.4 -1.4 -0.9
-6.0 2.4 -1.3
-0.5 0.2 0.7